Below is 4 unconnected molecules or ions with the total composition C24H24N5O7, with properties calculated with ωB97M-V/def2-TZVPD.

Properties
* HOMO level: -11.657 eV
* net charge: +1
* 2S+1: 1
* frontier orbital gap: 8.3 eV
* E_LUMO: -3.3938 eV

The geometry in XYZ format:
```
60
C24H24N5O7, DFT ωB97M-V/def2-TZVPD
C -1.3705 0.3943 6.5296
C -0.5848 0.9879 5.4379
N -0.3025 -0.0059 4.4714
C -0.8625 -1.1807 4.9212
C -0.8671 -2.6205 4.3276
C 0.7786 -2.9535 4.2316
C 1.5109 -2.2651 2.9277
O 1.1774 -3.8092 3.1044
N -1.5201 -0.9691 6.1194
H -1.7836 0.8834 7.4437
H -0.2724 2.0611 5.4271
H 0.2070 0.0646 3.5871
H -1.2511 -3.4112 5.0224
H -1.2315 -2.6967 3.2709
H 1.3850 -2.9967 5.2232
H 0.9577 -2.2889 1.9516
H 2.6050 -2.5383 2.8398
H -2.0410 -1.6636 6.6600
C 2.0363 -2.8342 -2.9572
C 2.9837 -1.8286 -3.1153
C 2.8198 -0.6115 -2.4667
C 1.7046 -0.4166 -1.6599
C 0.7504 -1.4133 -1.5034
C 0.9191 -2.6258 -2.1557
N 1.5348 0.8530 -0.9507
O 2.3768 1.7190 -1.1174
O 0.5576 0.9717 -0.2227
H 2.1697 -3.7858 -3.4603
H 3.8517 -1.9953 -3.7418
H 3.5633 0.1653 -2.5958
H -0.1220 -1.2627 -0.8794
H 0.1825 -3.4121 -2.0381
C -4.3355 -2.5034 -4.5504
C -3.8262 -3.7838 -4.7312
C -2.5897 -3.9611 -5.3375
C -1.8690 -2.8484 -5.7551
C -2.3752 -1.5654 -5.5844
C -3.6137 -1.3962 -4.9798
N -0.5511 -3.0294 -6.3728
O -0.1460 -4.1697 -6.5233
O 0.0660 -2.0293 -6.6958
H -5.2993 -2.3678 -4.0717
H -4.3930 -4.6447 -4.3965
H -2.2028 -4.9635 -5.4734
H -1.8202 -0.6951 -5.9124
H -4.0158 -0.3997 -4.8397
C 1.3236 4.0548 0.5595
C 2.2632 5.0695 0.4193
C 2.0857 6.2789 1.0799
C 0.9650 6.4584 1.8818
C 0.0169 5.4529 2.0216
C 0.2000 4.2480 1.3559
N 0.7858 7.7239 2.6013
O 1.6262 8.5906 2.4417
O -0.1926 7.8332 3.3218
H 1.4669 3.1078 0.0472
H 3.1370 4.9162 -0.2034
H 2.8241 7.0626 0.9638
H -0.8605 5.5913 2.6417
H -0.5324 3.4549 1.4599
```

Below is a molecular structure, C24H24N5OPdSbSe5, with properties calculated with ωB97M-V/def2-TZVPD.

Properties
* HOMO level (alpha / beta): -1.140 / -1.202 eV
* ΔE to the lowest compared entry with this formula, charge and spin: 35.0 kcal per mole
* net charge: -2
* 2S+1: 5
* frontier orbital gap (alpha / beta): 4.0 / 4.0 eV
* E_LUMO (alpha / beta): 2.8218 / 2.8218 eV

The geometry in XYZ format:
```
61
C24H24N5OPdSbSe5, DFT ωB97M-V/def2-TZVPD
Pd -0.3541 -1.0597 1.5351
Se 1.5514 -6.1232 3.8144
Sb 0.9053 -3.8679 4.8163
Se -0.7608 -3.2507 2.8153
Se 1.3811 -1.6787 3.3667
Se 3.4698 -3.8496 4.4358
Se -6.4219 0.2015 -4.4508
N -4.8544 1.0004 -4.1138
C -4.2994 0.3499 -3.1302
C -2.9979 0.6718 -2.5700
C -2.2109 1.7028 -3.0854
C -0.9708 1.9246 -2.5406
C -0.5469 1.1127 -1.4867
N -1.2968 0.1489 -0.9769
C -2.4977 -0.0825 -1.4983
C -3.2680 -1.2086 -0.9290
N -2.7390 -1.8837 0.1086
C -3.3982 -2.9418 0.5385
C -4.6134 -3.3843 0.0166
C -5.1820 -2.6764 -1.0090
C -4.5004 -1.5626 -1.5016
C -5.0461 -0.7763 -2.6007
N -6.1954 -1.0226 -3.1629
H -2.5911 2.2931 -3.9093
H -0.3182 2.7030 -2.9124
H 0.4210 1.2374 -1.0212
H -2.9413 -3.4680 1.3701
H -5.0878 -4.2610 0.4367
H -6.1293 -2.9565 -1.4509
O -1.6608 -0.0458 2.7511
C 3.0019 -2.5597 -1.5636
C 3.1091 -1.1575 -1.0171
C 4.1556 -0.3153 -1.4110
C 4.2150 0.9570 -0.8588
C 5.3309 1.8972 -1.2527
C 3.2706 1.3954 0.0608
C 2.1790 0.5787 0.5053
C 2.1726 -0.7153 -0.1129
N 1.1676 0.8459 1.3419
C 0.8864 2.0887 2.0704
C 1.8247 3.2987 1.8989
C -0.5145 2.5689 1.6570
C 0.8426 1.7904 3.5774
H 3.8135 -2.7709 -2.2630
H 2.0541 -2.7074 -2.0870
H 3.0448 -3.2936 -0.7566
H 4.9049 -0.6529 -2.1199
H 6.0000 1.4289 -1.9772
H 5.9263 2.1885 -0.3835
H 4.9382 2.8148 -1.6997
H 3.4068 2.3945 0.4304
H 1.3886 -1.4197 0.1661
H 1.8717 3.6463 0.8651
H 2.8313 3.0886 2.2600
H 1.4230 4.1167 2.5043
H -0.5282 2.8770 0.6052
H -0.8085 3.4345 2.2606
H -1.2480 1.7748 1.8070
H 1.8261 1.4665 3.9268
H 0.1144 1.0047 3.7765
H 0.5533 2.6897 4.1337
```

Below is a molecular structure, C24H24N7Pt, with properties calculated with ωB97M-V/def2-TZVPD.

Properties
* HOMO level (alpha / beta): -16.742 / -16.743 eV
* net charge: +3
* 2S+1: 1
* frontier orbital gap (alpha / beta): 3.9 / 3.9 eV
* E_LUMO (alpha / beta): -12.8035 / -12.8006 eV

The geometry in XYZ format:
```
56
C24H24N7Pt, DFT ωB97M-V/def2-TZVPD
Pt 0.0035 -0.5538 -0.2892
C 4.3325 -1.0319 -0.8035
C 2.9946 -0.7295 -1.0496
N 2.0225 -0.8988 -0.1504
C 2.3252 -1.5365 1.0100
C 3.6556 -1.8330 1.3461
C 4.6783 -1.5395 0.4201
C 3.9233 -2.4623 2.5829
C 2.8945 -2.8338 3.4349
C 1.5821 -2.6129 3.0783
C 1.2396 -1.9700 1.8612
N 0.0022 -1.7557 1.3411
C -1.2346 -1.9532 1.8677
C -1.5795 -2.5581 3.1041
C -2.8923 -2.7743 3.4611
C -3.9197 -2.4289 2.5954
C -3.6505 -1.8226 1.3476
C -4.6719 -1.5401 0.4165
C -4.3247 -1.0411 -0.8107
C -2.9869 -0.7384 -1.0568
N -2.0152 -0.9058 -0.1567
C -2.3197 -1.5320 1.0089
H 5.0667 -0.8518 -1.5761
H 2.6996 -0.3410 -2.0100
H 5.7104 -1.7562 0.6680
H 4.9523 -2.6722 2.8532
H 3.1179 -3.3300 4.3692
H 0.8369 -2.9822 3.7560
H -0.8358 -2.8910 3.8020
H -3.1180 -3.2421 4.4095
H -4.9490 -2.6336 2.8686
H -5.7045 -1.7533 0.6653
H -5.0584 -0.8647 -1.5846
H -2.6919 -0.3472 -2.0161
C -1.2514 1.6437 -2.1161
N -1.2419 2.9817 -2.6123
C -0.0851 3.1768 -3.4908
N 1.1513 2.9447 -2.7399
C 1.1761 1.6068 -2.2429
N 0.0020 1.3035 -1.3160
C 0.0769 2.3559 -0.1957
N 0.0700 3.6847 -0.7207
C -1.1604 3.9155 -1.4838
C 1.2184 3.8793 -1.6115
H -1.3088 0.9333 -2.9442
H -2.0979 1.5320 -1.4399
H -0.0900 4.1942 -3.8762
H -0.1405 2.4855 -4.3328
H 2.0817 1.4831 -1.6537
H 1.1373 0.8880 -3.0651
H 0.9975 2.1716 0.3612
H -0.7868 2.2005 0.4534
H -1.1647 4.9365 -1.8597
H -2.0262 3.7814 -0.8332
H 2.1442 3.7185 -1.0567
H 1.2132 4.9002 -1.9875
```

Below is a molecular structure, C24H25As2N3O8Ti, with properties calculated with ωB97M-V/def2-TZVPD.

Properties
* HOMO level (alpha / beta): 0.436 / -2.983 eV
* ΔE to the lowest compared entry with this formula, charge and spin: 8.3 kcal per mole
* net charge: -2
* 2S+1: 3
* frontier orbital gap (alpha / beta): 4.0 / 7.4 eV
* E_LUMO (alpha / beta): 4.4390 / 4.4379 eV

The geometry in XYZ format:
```
63
C24H25As2N3O8Ti, DFT ωB97M-V/def2-TZVPD
Ti -1.5011 -0.8358 -0.5906
O -3.2761 -4.3255 -2.0235
C -2.7494 -3.2326 -1.8237
O -2.6247 -2.6356 -0.6927
C -2.1410 -2.4431 -2.9915
C -2.0827 -2.8317 -4.2968
C -1.4258 -1.9604 -5.2361
C -0.8897 -0.7627 -4.8008
C -0.9897 -0.3985 -3.4599
N -1.6078 -1.2700 -2.5877
C -0.4154 0.7822 -2.7837
O 0.1730 1.6964 -3.3709
O -0.5691 0.7224 -1.4769
H -2.5175 -3.7774 -4.5903
H -1.3423 -2.2498 -6.2770
H -0.3821 -0.0868 -5.4797
C 2.5379 1.3669 -0.4716
As 1.5298 0.5038 0.9790
C 2.9486 -0.7561 1.5040
C 1.7925 1.8982 2.3515
C 2.9700 2.0471 3.0812
C 3.0713 2.9901 4.0936
C 1.9821 3.7995 4.3885
C 0.8181 3.6857 3.6420
C 0.7118 2.7535 2.6105
As -0.8741 2.6422 1.4213
C -2.1334 3.7348 2.4462
C -0.2919 4.0443 0.1735
H 3.3901 1.9248 -0.0800
H 1.8667 2.0142 -1.0343
H 2.8889 0.5955 -1.1594
H 3.9253 -0.2945 1.6539
H 3.0279 -1.4857 0.6955
H 2.6464 -1.2844 2.4083
H 3.8275 1.4201 2.8682
H 3.9950 3.0887 4.6530
H 2.0388 4.5207 5.1965
H -0.0220 4.3295 3.8718
H -1.7799 4.7547 2.6117
H -2.3477 3.2392 3.3927
H -3.0589 3.7473 1.8695
H 0.2175 4.8550 0.6974
H -1.1797 4.4261 -0.3317
H 0.3603 3.6089 -0.5822
O -4.4586 1.4661 0.9514
C -3.5969 0.6441 0.6753
O -3.2683 0.2099 -0.4812
C -2.7530 -0.0130 1.8503
O -3.0300 0.1785 3.0170
O -1.7497 -0.7449 1.4305
N -0.5751 -3.4346 1.3635
C 0.1260 -3.4424 0.1833
C 0.7310 -4.6254 -0.2891
C 1.4883 -4.5687 -1.4304
C 1.6682 -3.3477 -2.0873
C 1.0209 -2.2467 -1.5807
N 0.2519 -2.2935 -0.4795
H -1.1871 -4.2309 1.4680
H -1.0802 -2.5641 1.5429
H 0.5750 -5.5460 0.2569
H 1.9480 -5.4694 -1.8204
H 2.2655 -3.2560 -2.9830
H 1.1067 -1.2764 -2.0565
```

Q: 2S+1 of number 1 (C24H24N5O7)?
A: 1